# 1
Entry from OMol25: an isolated molecule of C4H5NO2 (the ωB97M-V functional and the def2-TZVPD basis).

Properties
E_HOMO ... -8.6305 eV
SMILES ... O=CN1C=CCO1
Spin multiplicity ... 1
HOMO-LUMO gap ... 9.33 eV

The geometry in XYZ format:
```
12
Properties=species:S:1:pos:R:3:lowdin_charge:R:1
C 1.80 0.66 -0.86 -0.258
N 0.55 0.28 -0.42 -0.139
O 2.34 1.76 -1.02 0.032
H -2.41 0.53 0.31 0.086
H 2.34 -0.23 -1.19 0.129
C -0.88 -0.96 0.74 -0.065
C -1.41 0.44 0.64 -0.040
H 0.90 -1.74 -0.30 0.166
O -0.50 1.18 -0.50 0.001
H -1.60 1.02 1.55 0.109
C 0.19 -0.90 0.04 -0.189
H -1.34 -2.05 1.01 0.168
```

=====

# 2
Entry from OMol25: an isolated molecule of C4H5NO2 (the ωB97M-V functional and the def2-TZVPD basis).

Properties
E_HOMO ... -9.5861 eV
SMILES ... C#COC(=O)NC
Spin multiplicity ... 1
HOMO-LUMO gap ... 10.31 eV

The geometry in XYZ format:
```
12
Properties=species:S:1:pos:R:3:lowdin_charge:R:1
H -1.50 1.24 1.67 0.080
H -2.13 2.34 0.42 0.082
C 1.26 -1.98 -0.73 -0.079
H -0.41 2.41 0.89 0.086
O 0.07 -1.14 -0.61 0.064
C 0.37 0.12 -0.36 -0.524
H -1.75 0.23 -0.64 0.118
O 1.41 0.69 -0.09 0.128
H 2.84 -3.58 -0.47 0.036
C -1.26 1.75 0.74 -0.113
N -0.97 0.78 -0.29 -0.014
C 2.07 -2.85 -0.54 0.135
```